Entry 1:
{
  "formula": "C32H26BrClCrO5PS2",
  "method": "ωB97M-V/def2-TZVPD",
  "symbols": ["Cr", "Cl", "C", "C", "C", "C", "C", "C", "P", "C", "C", "C", "C", "C", "C", "C", "C", "C", "C", "C", "C", "H", "H", "H", "H", "H", "H", "H", "H", "H", "H", "H", "H", "H", "H", "Br", "C", "C", "C", "C", "C", "C", "C", "O", "O", "H", "H", "H", "H", "C", "S", "O", "O", "O", "H", "H", "H", "S", "C", "C", "C", "C", "C", "C", "H", "H", "H", "H", "H"],
  "positions_angstrom": [[-0.2501, 0.4567, 0.1283], [-0.2774, -0.9025, 2.2468], [1.2811, -0.4757, 2.9431], [1.3937, -0.3724, 4.3136], [2.6278, -0.0197, 4.8417], [3.7061, 0.2205, 4.0030], [3.5630, 0.1028, 2.6268], [2.3379, -0.2581, 2.0753], [2.0084, -0.4401, 0.2918], [2.1546, -2.2361, 0.0582], [3.0105, -3.0045, 0.8480], [3.0939, -4.3744, 0.6562], [2.3198, -4.9836, -0.3231], [1.4647, -4.2236, -1.1069], [1.3774, -2.8510, -0.9213], [3.4399, 0.3226, -0.5146], [3.5642, 1.7101, -0.5195], [4.6442, 2.3064, -1.1492], [5.6002, 1.5249, -1.7824], [5.4748, 0.1433, -1.7859], [4.3967, -0.4596, -1.1540], [0.5369, -0.5477, 4.9492], [2.7389, 0.0787, 5.9132], [4.6625, 0.5063, 4.4202], [4.4014, 0.2997, 1.9701], [3.6092, -2.5340, 1.6185], [3.7590, -4.9662, 1.2717], [2.3829, -6.0542, -0.4717], [0.8564, -4.6977, -1.8661], [0.7139, -2.2578, -1.5344], [2.8084, 2.3213, -0.0426], [4.7289, 3.3852, -1.1596], [6.4371, 1.9936, -2.2839], [6.2108, -0.4689, -2.2905], [4.2911, -1.5360, -1.1794], [-3.5426, -3.1868, -1.8102], [-4.0735, -1.4329, -2.2847], [-5.1091, -1.2923, -3.1952], [-5.5414, -0.0241, -3.5526], [-4.9570, 1.1014, -2.9907], [-3.9368, 0.9553, -2.0673], [-3.4772, -0.3124, -1.7136], [-2.3049, -0.3498, -0.7952], [-1.3222, -1.1074, -0.9709], [-2.2404, 0.5276, 0.1317], [-5.5709, -2.1736, -3.6177], [-6.3440, 0.0798, -4.2714], [-5.2972, 2.0905, -3.2673], [-3.4665, 1.8176, -1.6098], [-0.6502, 0.5590, -4.0276], [0.6234, 0.9272, -2.8623], [1.3501, 2.0695, -3.3469], [1.3732, -0.2915, -2.6446], [-0.1603, 1.2924, -1.6146], [-0.1751, 0.3431, -4.9817], [-1.2963, 1.4309, -4.1097], [-1.2032, -0.3071, -3.6683], [0.3350, 2.2709, 1.1412], [-0.5820, 3.4902, 0.2223], [0.0050, 4.1293, -0.8654], [-0.7246, 5.0499, -1.6013], [-2.0391, 5.3378, -1.2559], [-2.6244, 4.6963, -0.1730], [-1.8992, 3.7709, 0.5661], [1.0138, 3.8732, -1.1638], [-0.2674, 5.5321, -2.4560], [-2.6066, 6.0578, -1.8318], [-3.6497, 4.9130, 0.0997], [-2.3584, 3.2495, 1.3965]],
  "atomic_forces_ev_per_a": [[0.280, -0.063, -0.355], [-0.105, -0.013, 0.059], [-0.057, -0.017, 0.057], [-0.034, -0.005, -0.003], [0.027, 0.008, 0.013], [0.000, 0.002, -0.021], [-0.028, 0.001, 0.023], [0.132, 0.038, -0.026], [-0.159, -0.038, -0.161], [0.005, -0.006, -0.020], [-0.021, 0.019, 0.000], [-0.010, 0.012, -0.013], [0.005, -0.002, -0.002], [0.002, -0.002, 0.007], [-0.003, -0.003, 0.010], [0.036, -0.047, 0.012], [-0.016, -0.012, 0.007], [0.003, 0.009, 0.000], [-0.006, -0.029, -0.002], [-0.017, 0.020, 0.017], [0.003, 0.011, -0.018], [0.007, 0.001, -0.004], [0.000, -0.002, -0.002], [-0.004, -0.002, 0.000], [-0.001, -0.005, 0.001], [0.008, -0.007, 0.000], [0.002, 0.005, 0.001], [-0.003, 0.002, 0.003], [0.003, 0.001, 0.000], [0.013, -0.006, 0.008], [0.002, 0.004, 0.003], [0.000, -0.004, 0.002], [-0.002, 0.001, 0.001], [-0.003, 0.001, 0.002], [0.006, 0.004, -0.001], [-0.013, 0.000, -0.014], [0.062, 0.029, 0.020], [0.008, 0.005, 0.004], [-0.011, -0.014, -0.008], [-0.004, 0.027, 0.001], [-0.038, 0.001, 0.016], [0.025, -0.083, 0.016], [-0.034, -0.022, 0.030], [-0.017, 0.052, 0.169], [-0.051, 0.000, -0.038], [0.000, 0.002, 0.000], [0.004, -0.003, 0.005], [0.003, -0.006, -0.002], [-0.004, -0.014, -0.012], [-0.071, 0.026, 0.014], [-0.013, 0.020, 0.038], [-0.024, -0.012, 0.042], [0.075, -0.060, 0.013], [0.068, 0.000, -0.170], [0.020, 0.006, 0.008], [-0.005, -0.025, -0.019], [0.000, 0.014, 0.005], [-0.041, 0.146, 0.232], [-0.001, 0.019, -0.005], [0.006, 0.034, 0.027], [-0.006, -0.012, 0.020], [0.002, -0.013, 0.011], [0.016, -0.003, 0.007], [-0.010, -0.001, -0.011], [-0.016, 0.010, 0.000], [0.002, -0.008, 0.009], [0.000, -0.001, -0.001], [-0.003, 0.001, -0.002], [0.006, 0.015, -0.003]],
  "mulliken_spin": [1.14, 0.00, 0.00, 0.00, 0.00, 0.00, 0.00, -0.01, 0.00, -0.02, 0.00, 0.00, 0.00, 0.00, 0.00, 0.00, 0.01, 0.00, 0.00, 0.00, 0.00, 0.00, 0.00, 0.00, 0.00, 0.00, 0.00, 0.00, 0.00, 0.00, 0.00, 0.00, 0.00, 0.00, 0.00, 0.00, 0.00, 0.00, 0.00, 0.00, 0.00, 0.00, 0.00, -0.01, 0.00, 0.00, 0.00, 0.00, 0.00, 0.00, 0.01, 0.00, 0.00, 0.01, 0.00, 0.00, 0.00, -0.13, -0.01, 0.00, 0.00, 0.00, 0.00, -0.01, 0.00, 0.00, 0.00, 0.00, 0.00],
  "homo_lumo_gap_ev": [7.49, 8.29],
  "e_above_lowest_kcal_mol": 0.0,
  "homo_ha": [-0.3120, -0.3123],
  "spin_multiplicity": 2,
  "charge": 0
}

---

Entry 2:
{
  "formula": "C32H26BrCrIN7O4STe",
  "method": "ωB97M-V/def2-TZVPD",
  "symbols": ["Cr", "C", "C", "C", "C", "C", "C", "N", "N", "C", "C", "C", "C", "C", "C", "H", "H", "H", "H", "H", "H", "H", "H", "H", "C", "C", "N", "C", "C", "N", "C", "O", "O", "C", "O", "O", "H", "H", "H", "H", "H", "Br", "C", "C", "C", "C", "C", "C", "I", "H", "H", "H", "H", "Te", "C", "C", "C", "C", "S", "H", "H", "H", "N", "C", "C", "N", "C", "C", "N", "H", "H", "H", "H", "H"],
  "positions_angstrom": [[0.1051, 0.0024, 0.4915], [-4.6490, 1.9882, 2.7469], [-4.4959, 1.2619, 1.5709], [-3.3282, 0.5593, 1.3306], [-2.3208, 0.5831, 2.2825], [-2.4691, 1.2851, 3.4668], [-3.6374, 1.9950, 3.6951], [-1.1184, -0.1778, 2.0396], [-0.8279, -0.9398, 2.9816], [0.2872, -1.7472, 2.6983], [0.6855, -2.6766, 3.6533], [1.7060, -3.5546, 3.3369], [2.2907, -3.5016, 2.0731], [1.8922, -2.5486, 1.1409], [0.8902, -1.6298, 1.4396], [-5.5593, 2.5477, 2.9207], [-5.2870, 1.2512, 0.8318], [-3.1950, -0.0106, 0.4210], [-1.6629, 1.2806, 4.1894], [-3.7487, 2.5657, 4.6080], [0.1888, -2.7002, 4.6158], [2.0341, -4.2917, 4.0579], [3.0676, -4.2111, 1.8132], [2.3831, -2.5357, 0.1772], [-0.3376, 1.6655, -5.0715], [-0.8188, 0.4020, -4.4463], [-0.6671, 0.0828, -3.1840], [-1.2790, -1.1296, -3.0190], [-1.8036, -1.5638, -4.2195], [-1.5023, -0.5686, -5.1014], [-2.5477, -2.7413, -4.7437], [-2.8057, -3.7198, -3.9096], [-2.8697, -2.7583, -5.9111], [-1.3177, -1.7755, -1.6852], [-1.8000, -2.9018, -1.5501], [-0.8226, -1.1119, -0.7122], [0.7255, 1.7954, -4.8731], [-0.8568, 2.5127, -4.6236], [-0.5058, 1.6708, -6.1472], [-1.7743, -0.6083, -6.0719], [-2.4678, -3.4963, -2.9893], [5.5372, -0.9529, -0.6293], [4.3376, -1.9514, -1.6994], [4.7675, -3.1816, -2.1767], [3.9145, -3.9667, -2.9370], [2.6320, -3.5256, -3.2242], [2.2028, -2.2943, -2.7534], [3.0524, -1.5052, -1.9912], [2.3258, 0.3361, -1.3008], [5.7683, -3.5180, -1.9432], [4.2584, -4.9262, -3.3019], [1.9560, -4.1327, -3.8125], [1.2034, -1.9463, -2.9812], [-1.0470, 2.1770, -0.8002], [-2.0367, 3.6458, 0.3685], [-3.2097, 4.2144, -0.0443], [-3.7078, 5.2257, 0.8264], [-2.9048, 5.4276, 1.9036], [-1.5503, 4.3820, 1.8536], [-3.7072, 3.9054, -0.9552], [-4.6226, 5.7756, 0.6508], [-3.0288, 6.1206, 2.7221], [4.5783, 0.7883, 3.5404], [3.4690, 1.3685, 2.9959], [2.5196, 0.5875, 2.3220], [1.4271, 1.1192, 1.7771], [1.2748, 2.4444, 1.9330], [2.2075, 3.1947, 2.6178], [3.3128, 2.6788, 3.1455], [4.8517, -0.1333, 3.2517], [5.2946, 1.4070, 3.8775], [2.6747, -0.4742, 2.2238], [0.4143, 2.8994, 1.4886], [2.0550, 4.2617, 2.7286]],
  "atomic_forces_ev_per_a": [[-0.081, -0.438, -0.937], [-0.003, -0.049, -0.059], [-0.046, 0.054, 0.053], [0.045, -0.062, -0.074], [-0.029, 0.014, 0.003], [0.121, -0.031, 0.041], [0.009, 0.033, -0.018], [-0.646, 0.065, 0.523], [0.126, -0.119, 0.122], [0.124, -0.112, -0.108], [-0.089, 0.036, 0.078], [0.057, -0.022, -0.045], [-0.049, -0.005, 0.065], [-0.046, 0.010, -0.011], [-0.086, 0.168, 0.146], [0.025, 0.004, -0.004], [0.020, -0.006, 0.020], [0.016, 0.023, -0.002], [-0.026, 0.006, 0.008], [-0.002, -0.013, -0.007], [0.003, -0.022, -0.031], [0.000, 0.005, -0.004], [-0.001, 0.009, 0.002], [0.009, 0.011, -0.031], [-0.039, -0.057, 0.040], [-0.023, 0.010, -0.096], [0.015, -0.047, 0.034], [-0.003, 0.097, 0.029], [-0.022, -0.020, 0.217], [0.077, 0.153, -0.167], [0.100, 0.258, -0.215], [0.067, -0.046, 0.547], [0.022, -0.030, 0.098], [-0.071, -0.477, 0.079], [-0.114, -0.020, -0.365], [0.169, 0.344, 0.316], [0.008, -0.015, -0.024], [-0.016, 0.014, -0.014], [0.008, -0.001, 0.002], [-0.004, 0.002, -0.017], [-0.022, -0.055, -0.137], [-0.022, 0.001, 0.004], [-0.098, -0.029, -0.002], [0.013, -0.014, 0.004], [0.028, -0.022, -0.001], [-0.029, 0.018, 0.007], [-0.053, -0.023, -0.077], [0.050, 0.146, 0.142], [-0.026, 0.075, -0.220], [-0.011, -0.009, -0.011], [-0.013, 0.028, 0.012], [0.030, -0.001, 0.017], [0.031, 0.028, 0.022], [0.247, 0.130, -0.190], [0.015, -0.017, 0.243], [-0.096, -0.021, -0.055], [-0.004, -0.018, -0.078], [0.044, -0.016, 0.051], [0.037, -0.044, -0.093], [0.005, 0.033, 0.045], [0.023, -0.016, 0.008], [-0.023, -0.029, -0.059], [-0.082, 0.008, 0.054], [0.071, 0.052, 0.027], [-0.103, -0.021, -0.039], [0.455, 0.049, 0.206], [-0.070, 0.056, 0.061], [0.047, 0.008, 0.036], [-0.038, 0.011, -0.010], [0.000, -0.001, -0.025], [0.020, 0.010, -0.025], [0.015, -0.029, -0.045], [-0.064, 0.013, -0.067], [0.002, -0.025, 0.003]],
  "mulliken_spin": [1.15, 0.00, 0.00, 0.00, 0.00, -0.01, 0.00, 0.01, -0.01, 0.01, 0.00, 0.00, 0.00, 0.00, -0.07, 0.00, 0.00, 0.00, 0.00, 0.00, 0.00, 0.00, 0.00, 0.00, 0.00, 0.00, 0.00, 0.00, 0.00, 0.00, 0.00, 0.00, 0.00, -0.01, 0.00, 0.00, 0.00, 0.00, 0.00, 0.00, 0.00, 0.00, 0.00, 0.00, 0.00, 0.00, 0.00, 0.00, 0.00, 0.00, 0.00, 0.00, 0.00, -0.04, 0.00, 0.00, 0.00, 0.00, 0.00, 0.00, 0.00, 0.00, 0.00, 0.00, 0.01, -0.03, 0.01, 0.00, 0.00, 0.00, 0.00, 0.00, 0.00, 0.00],
  "homo_lumo_gap_ev": [5.74, 6.12],
  "e_above_lowest_kcal_mol": 41.3,
  "homo_ha": [-0.2547, -0.2558],
  "spin_multiplicity": 2,
  "charge": 0
}

---

Entry 3:
{
  "formula": "C32H26BrN11O3PPd",
  "method": "ωB97M-V/def2-TZVPD",
  "symbols": ["Pd", "O", "C", "C", "C", "C", "C", "C", "N", "H", "H", "H", "H", "H", "H", "H", "N", "C", "N", "N", "N", "N", "C", "N", "N", "N", "N", "H", "C", "C", "C", "C", "C", "C", "P", "C", "C", "C", "C", "C", "C", "C", "C", "C", "C", "C", "C", "H", "H", "H", "H", "H", "H", "H", "H", "H", "H", "H", "H", "H", "H", "H", "Br", "C", "C", "N", "C", "C", "C", "C", "O", "O", "H", "H", "H"],
  "positions_angstrom": [[-0.1112, -1.2413, -0.1130], [1.8526, -1.9656, 1.1310], [1.6908, -2.1189, 2.5172], [0.2469, -2.2508, 2.9475], [-0.0745, -2.4996, 4.2802], [-1.4033, -2.6206, 4.6448], [-2.3754, -2.4930, 3.6623], [-1.9716, -2.2155, 2.3697], [-0.6935, -2.0897, 2.0182], [1.8902, -2.8561, 0.7029], [2.1223, -1.2221, 2.9827], [2.2484, -2.9934, 2.8714], [0.7094, -2.5981, 5.0146], [-1.6795, -2.8146, 5.6704], [-3.4237, -2.6056, 3.8906], [-2.7009, -2.0746, 1.5860], [-1.9877, -4.0121, -1.7929], [-2.5690, -2.8071, -1.5743], [-3.6700, -2.3583, -2.1777], [-3.8677, -1.1714, -1.6909], [-2.9869, -0.8613, -0.8052], [-2.1343, -1.8625, -0.6951], [-0.7736, -4.3423, -1.2795], [-0.2219, -5.5629, -1.2732], [0.8910, -5.4283, -0.6296], [1.0846, -4.2119, -0.2505], [0.0416, -3.4866, -0.6270], [-2.4512, -4.6739, -2.4019], [-3.2644, 2.2669, 3.6147], [-2.3138, 1.2931, 3.8782], [-1.3453, 1.0045, 2.9378], [-1.3348, 1.6643, 1.7094], [-2.2789, 2.6525, 1.4556], [-3.2304, 2.9559, 2.4141], [-0.0474, 1.1507, 0.5291], [1.4633, 1.8503, 1.2721], [2.6823, 1.1875, 1.1706], [3.8111, 1.7311, 1.7622], [3.7335, 2.9357, 2.4412], [2.5255, 3.6111, 2.5163], [1.3897, 3.0692, 1.9440], [-0.3326, 2.0926, -0.9903], [0.6489, 2.8941, -1.5653], [0.3882, 3.5407, -2.7604], [-0.8336, 3.3795, -3.3934], [-1.8055, 2.5678, -2.8278], [-1.5581, 1.9168, -1.6353], [-4.0263, 2.4898, 4.3454], [-2.3324, 0.7611, 4.8169], [-0.5790, 0.2703, 3.1496], [-2.2644, 3.1906, 0.5201], [-3.9512, 3.7353, 2.2233], [2.7396, 0.2535, 0.6300], [4.7571, 1.2159, 1.6990], [4.6111, 3.3493, 2.9139], [2.4697, 4.5616, 3.0239], [0.4455, 3.5874, 2.0153], [1.6048, 3.0142, -1.0772], [1.1392, 4.1798, -3.1972], [-1.0271, 3.8820, -4.3286], [-2.7561, 2.4422, -3.3203], [-2.3032, 1.2641, -1.1966], [5.1537, 0.4517, -5.5880], [3.3452, 0.0119, -5.2660], [2.4659, -0.1477, -6.3379], [1.2049, -0.4568, -6.1524], [0.7209, -0.6235, -4.9438], [1.5220, -0.4743, -3.8107], [2.8644, -0.1532, -3.9743], [0.9170, -0.6748, -2.4570], [-0.2998, -0.9497, -2.3838], [1.6314, -0.5670, -1.4356], [2.7879, -0.0195, -7.3609], [-0.3247, -0.8811, -4.8491], [3.5043, -0.0397, -3.1102]],
  "atomic_forces_ev_per_a": [[-1.893, -2.148, 0.566], [0.170, -0.121, -0.288], [0.218, 0.131, 0.206], [0.296, 0.077, -0.009], [-0.127, -0.022, -0.228], [0.041, 0.037, -0.204], [0.212, -0.062, -0.071], [-0.569, 0.028, -0.064], [0.364, 0.679, -0.480], [0.034, 0.105, 0.066], [-0.053, -0.193, 0.052], [-0.035, 0.135, 0.040], [0.150, -0.039, 0.019], [0.009, -0.022, 0.076], [-0.069, 0.046, -0.042], [-0.017, 0.020, -0.041], [-0.268, 0.952, 0.169], [0.583, -0.478, -0.868], [0.194, -1.290, -0.449], [-1.160, 0.659, -0.355], [0.923, 0.632, 0.738], [0.687, 0.569, 1.413], [1.052, 0.128, 0.881], [-1.469, 0.172, -0.746], [1.293, -1.191, 0.264], [-0.254, 1.120, 0.462], [-0.446, 1.340, -0.587], [-0.106, -0.012, 0.017], [0.034, -0.015, -0.062], [0.031, -0.019, 0.105], [0.093, -0.052, -0.061], [0.061, -0.744, -0.104], [0.079, -0.001, -0.272], [-0.041, 0.078, 0.048], [-0.425, 0.617, -0.657], [0.173, -0.902, -0.089], [-0.046, -0.156, -0.119], [0.117, 0.020, 0.035], [-0.027, -0.069, -0.049], [-0.038, 0.053, -0.040], [-0.306, -0.017, -0.013], [-0.087, -0.590, 0.060], [0.121, -0.065, 0.185], [0.065, 0.088, -0.022], [0.013, -0.054, 0.075], [-0.086, 0.022, -0.043], [-0.037, -0.046, 0.114], [-0.062, 0.042, 0.071], [0.046, -0.038, 0.102], [-0.025, -0.070, 0.106], [-0.048, 0.031, -0.071], [-0.075, 0.067, -0.066], [0.051, -0.080, -0.011], [0.062, -0.093, -0.051], [0.088, 0.042, 0.010], [-0.054, 0.070, 0.056], [-0.076, 0.097, 0.068], [0.096, 0.031, 0.007], [0.113, 0.037, -0.043], [-0.017, 0.051, -0.080], [-0.127, -0.055, -0.054], [-0.028, 0.050, -0.096], [-0.138, -0.033, 0.064], [-0.120, -0.010, 0.100], [0.665, 0.152, 0.425], [-0.896, -0.162, -0.903], [0.358, 0.071, 0.709], [-0.375, -0.111, -0.038], [0.074, 0.036, -0.136], [1.415, 0.399, -0.820], [-0.851, -0.184, 0.838], [0.341, 0.237, 0.268], [0.170, 0.024, -0.068], [-0.074, -0.006, 0.000], [0.033, 0.003, -0.015]],
  "mulliken_charge": [0.57, -0.32, -1.00, 0.61, -0.95, -0.44, -1.04, -0.41, 0.99, 0.45, 0.31, 0.59, 0.55, 0.45, 0.51, 0.42, 0.02, 0.55, -0.50, -0.73, -0.23, 0.72, 0.02, -0.41, -0.76, -0.68, 1.12, 0.29, -0.70, -0.74, -0.62, 0.02, -0.05, -0.69, 2.29, -0.02, -0.35, -0.88, -0.54, -0.80, -0.39, 0.33, -0.74, -0.77, -0.65, -1.00, -0.45, 0.42, 0.51, 0.55, 0.47, 0.46, 0.74, 0.47, 0.43, 0.45, 0.49, 0.43, 0.47, 0.44, 0.48, 0.57, -0.15, -0.17, -0.16, -0.62, -0.37, 0.06, -0.34, 1.34, -0.69, -0.76, 0.41, 0.58, 0.55],
  "homo_lumo_gap_ev": [4.66, 4.66],
  "homo_ha": [-0.4216, -0.4216],
  "spin_multiplicity": 1,
  "charge": 1
}

---

Question: Which of these has the highest charge?
Answer: C32H26BrN11O3PPd

---

Question: The highest charge belongs to which entry?
Answer: C32H26BrN11O3PPd

---

Question: Among the records above, which one has the highest charge?
Answer: C32H26BrN11O3PPd